Entry from the OMol25 dataset: a cluster of 2 separate species, C4H8P2 in total (ωB97M-V/def2-TZVPD).

Element x y z (Å)
C1 2.90 -0.48 0.46
C2 1.98 0.68 0.26
C3 -3.46 0.63 0.14
C4 -2.71 -0.06 -0.64
P1 1.12 -0.88 0.84
P2 0.56 -1.70 -1.05
H1 3.32 -0.95 -0.42
H2 3.58 -0.45 1.30
H3 2.02 1.47 0.99
H4 1.79 1.01 -0.75
H5 -4.39 1.09 -0.18
H6 -3.20 0.81 1.17
H7 -0.38 -2.56 -0.48
H8 -2.69 -0.41 -1.65

Computed properties:
**Highest occupied orbital energy (spin up / spin down)**: -8.1 / -8.8 eV
**HOMO-LUMO gap (spin up / spin down)**: 8.12 / 7.59 eV

Results of the Mulliken charge analysis, in e, for atoms 1 through 6: -0.560 -0.521 -0.395 -0.364 0.042 -0.118